Record 1
{"formula": "C3H3N3O", "method": "ωB97M-V/def2-TZVPD", "elements": ["O", "C", "N", "C", "C", "N", "N", "H", "H", "H"], "xyz": [[2.30098, -1.12945, -0.06901], [1.19871, -0.66370, 0.05935], [0.01565, -1.40189, 0.03353], [-1.08659, -0.74927, -0.11774], [-1.15557, 0.68147, -0.13191], [-0.10057, 1.38534, 0.13077], [1.02729, 0.70580, 0.26523], [-1.99671, -1.33229, -0.21645], [-2.05835, 1.23383, -0.34987], [1.85516, 1.27018, 0.39611]], "gap_ha": 0.34753, "homo_ev": -9.91}



Record 2
{"formula": "C3H3N3O", "method": "ωB97M-V/def2-TZVPD", "elements": ["C", "N", "C", "N", "O", "C", "N", "H", "H", "H"], "xyz": [[-1.60075, 0.25876, 0.12639], [-1.18072, -0.99005, 0.22482], [0.09900, -1.39893, -0.22965], [1.25619, -0.91713, -0.18571], [1.33611, 0.29578, 0.49864], [0.60327, 1.40994, -0.09888], [-0.63240, 1.25565, -0.23785], [-2.66626, 0.64804, 0.08465], [0.12692, -2.27231, -0.70830], [1.13990, 2.20008, -0.76139]], "gap_ha": 0.32512, "homo_ev": -9.54}



Record 3
{"formula": "C3H3N3O", "method": "ωB97M-V/def2-TZVPD", "elements": ["O", "C", "C", "N", "N", "C", "N", "H", "H", "H"], "xyz": [[1.79034, -0.42024, -0.29942], [0.52588, -0.13336, 0.08530], [0.24687, 1.29705, 0.07405], [-1.04190, 1.52018, 0.10533], [-1.94175, 0.77158, -0.05404], [-0.89261, -0.97236, -0.20264], [-0.12551, -1.15110, 0.81393], [2.04543, -1.25659, 0.12129], [0.99421, 2.06048, -0.06561], [-1.60096, -1.71565, -0.57820]], "gap_ha": 0.28349, "homo_ev": -8.49}



Record 4
{"formula": "C3H3N3O", "method": "ωB97M-V/def2-TZVPD", "elements": ["H", "N", "N", "C", "C", "N", "C", "O", "H", "H"], "xyz": [[-0.67240, -2.36752, -0.65778], [-0.51587, -1.40020, -0.34460], [-0.39769, -0.69955, -1.37063], [-0.16525, 0.66932, -1.12371], [0.20885, 1.27651, 0.01885], [0.48066, 0.73251, 1.25281], [0.46860, -0.37723, 1.76319], [0.54831, -1.31697, 2.44958], [-0.26673, 1.27980, -2.01420], [0.36413, 2.35279, -0.01058]], "gap_ha": 0.33371, "homo_ev": -9.39}



Record 5
{"formula": "C3H3N3O2", "method": "ωB97M-V/def2-TZVPD", "elements": ["N", "C", "O", "C", "N", "C", "N", "O", "H", "H", "H"], "xyz": [[0.19019, -1.55469, 1.33544], [0.95885, -0.67640, 0.70111], [2.11619, -0.51185, 0.96809], [0.19260, 0.20821, -0.21915], [0.19172, 1.45120, -0.19658], [-0.65264, 1.84243, -1.26449], [-1.14818, 0.74147, -1.84709], [-0.52157, -0.33188, -1.20414], [0.56281, -2.13899, 2.12811], [-0.79689, -1.79283, 0.97869], [-1.09308, 2.76336, -1.37998]], "gap_ha": 0.41244, "homo_ev": -10.63}



Record 6
{"formula": "C3H3N3O2", "method": "ωB97M-V/def2-TZVPD", "elements": ["C", "C", "C", "H", "H", "H", "N", "N", "N", "O", "O"], "xyz": [[-0.17537, 1.19623, 1.19570], [0.19624, 0.20480, 0.16645], [-0.92469, -0.73259, -0.46149], [-0.01271, 0.58857, 2.40605], [-1.27234, 1.50799, 0.67549], [0.49568, 2.15498, 1.26456], [1.40508, 0.06909, -0.34171], [0.81970, -1.59150, -1.96432], [-0.35392, -1.39882, -1.71837], [1.86327, -1.07476, -1.06983], [-2.04093, -0.92398, -0.15252]], "gap_ha": 0.31609, "homo_ev": -9.59}



Record 7
{"formula": "C3H3N3O2", "method": "ωB97M-V/def2-TZVPD", "elements": ["O", "C", "N", "C", "N", "C", "O", "N", "H", "H", "H"], "xyz": [[-1.30924, -0.43477, -2.30833], [-0.84957, -0.61875, -1.13265], [-0.85730, -1.60525, -0.17756], [-0.50860, -1.21238, 1.05182], [-0.00855, 0.12797, 1.33259], [0.36995, 0.81013, 0.33639], [1.41423, 1.71343, 0.35042], [0.26681, 0.38964, -0.95674], [-0.71630, -1.88736, 1.95996], [1.56884, 1.82497, 1.36751], [0.62972, 0.89236, -1.82341]], "gap_ha": 0.35763, "homo_ev": -10.16}



Record 8
{"formula": "C3H3N3O2", "method": "ωB97M-V/def2-TZVPD", "elements": ["O", "C", "N", "C", "N", "N", "C", "O", "H", "H", "H"], "xyz": [[2.64638, 0.30183, 0.01130], [1.73901, -0.48957, 0.00419], [0.39625, -0.15829, -0.00594], [-0.70143, -1.08118, 0.01901], [-1.82145, -0.49017, -0.00930], [-1.52427, 0.81765, 0.00691], [-0.16574, 1.11929, -0.03113], [0.31398, 2.21441, -0.01151], [1.85835, -1.58617, -0.00622], [-0.48416, -2.14212, -0.10280], [-2.25694, 1.49433, 0.12548]], "gap_ha": 0.37982, "homo_ev": -9.69}



Record 9
{"formula": "C3H3N3O2", "method": "ωB97M-V/def2-TZVPD", "elements": ["H", "N", "C", "C", "N", "O", "C", "O", "N", "H", "H"], "xyz": [[-1.65397, 0.24098, -2.40777], [-1.31442, -0.63414, -1.90814], [-0.49687, -0.40236, -0.95289], [-0.13626, -1.53656, 0.16837], [0.84191, -1.37770, 0.97879], [1.29050, -0.06890, 1.09807], [0.51946, 0.90608, 0.56993], [0.53400, 2.08094, 1.09499], [-0.41052, 0.92944, -0.41923], [-0.27209, -2.51962, -0.18976], [1.09827, 2.38183, 1.96765]], "gap_ha": 0.35595, "homo_ev": -9.56}



Record 10
{"formula": "C3H3N3O2", "method": "ωB97M-V/def2-TZVPD", "elements": ["H", "N", "C", "C", "N", "N", "O", "C", "O", "H", "H"], "xyz": [[-2.64672, -0.40115, 1.21122], [-1.94130, -0.79890, 0.36811], [-0.75432, -0.38158, 0.67872], [-0.24812, 0.03429, 2.03581], [0.00071, 0.31994, 3.20627], [0.25875, -0.60839, -0.07521], [0.93566, 0.63224, -0.21852], [1.25318, 0.74720, -1.69364], [0.86971, -0.05903, -2.73344], [0.13987, -1.05765, -1.05060], [2.13257, 1.57304, -1.72872]], "gap_ha": 0.35758, "homo_ev": -10.37}



Record 11
{"formula": "C3H3N3O2", "method": "ωB97M-V/def2-TZVPD", "elements": ["H", "N", "C", "N", "N", "C", "C", "O", "O", "H", "H"], "xyz": [[-2.25794, -2.05044, -0.04257], [-2.27672, -1.00683, -0.01490], [-1.20711, -0.34433, -0.03179], [-1.24603, 1.11729, 0.02580], [-0.20640, 1.75748, -0.05254], [1.06126, 1.14732, 0.02916], [1.15406, -0.19542, 0.00170], [2.19192, -1.02573, -0.05804], [-0.02308, -0.93268, 0.07899], [1.91236, 1.81390, 0.09176], [3.04963, -0.81720, 0.08022]], "gap_ha": 0.33966, "homo_ev": -9.32}



Record 12
{"formula": "C3H3N3O2S", "method": "ωB97M-V/def2-TZVPD", "elements": ["C", "C", "C", "N", "N", "N", "O", "O", "S", "H", "H", "H"], "xyz": [[-0.28378, -0.78045, 0.62472], [-2.16625, 0.57256, 0.38687], [-0.11677, 1.50195, 0.14020], [-1.60086, -0.56640, 0.65252], [0.37887, 0.33984, 0.32258], [-1.52842, 1.71014, 0.05229], [-2.15438, 2.76991, -0.16068], [2.24485, -0.12237, -0.17893], [3.35819, 0.67786, 0.38660], [0.26232, -1.77924, 0.92903], [-3.18310, 0.58570, 0.43790], [3.32169, 1.58109, -0.77910]], "gap_ha": [0.28408, 0.27989], "homo_ev": [-8.87, -9.05]}